(1)
This record from the OMol25 dataset describes C40H32F5N8O4RbS3 as an isolated structure. The level of theory is ωB97M-V/def2-TZVPD.

## Properties
- charge = -2
- frontier orbital gap (eV) = 5.49
- electronic energy (eV) = -108861.2822
- HOMO (eV) = -2.062
- relative energy (zero: lowest compared OMol25 entry of this formula, charge and spin) (kcal per mole) = 14.5

Last column: Löwdin charge in e.
Atoms and positions in Å:
Rb 0.6215 -0.0387 0.5048  0.736
C -0.0480 0.1758 -4.7517  0.006
C -0.4918 0.5851 -3.3647  -0.532
O 0.1724 0.3217 -2.3774  -0.043
N -1.6751 1.2468 -3.3156  0.074
C -2.2774 1.6772 -2.0683  -0.110
C -3.3533 0.7469 -1.5658  -0.250
C -4.6518 1.2024 -1.4021  -0.026
C -5.6065 0.3393 -0.8838  -0.062
C -5.2276 -0.9427 -0.5469  -0.063
C -3.9056 -1.3144 -0.7536  -0.148
N -2.9849 -0.5016 -1.2598  0.138
H 1.0375 0.1287 -4.7716  0.090
H -0.4053 0.8637 -5.5187  0.072
H -0.4389 -0.8209 -4.9658  0.080
H -2.1975 1.3535 -4.1669  0.134
H -2.6837 2.6800 -2.1870  0.117
H -1.4760 1.7389 -1.3365  0.105
H -4.8934 2.2305 -1.6361  0.103
H -6.6217 0.6796 -0.7199  0.104
H -5.9117 -1.6410 -0.0870  0.105
H -3.5732 -2.3039 -0.4648  0.098
S 3.9709 0.1327 -0.3901  0.403
C 4.2496 -1.5168 -0.0883  -0.985
N 4.8954 -2.0336 0.9071  0.002
N 4.9603 -3.4616 0.8022  -0.039
C 4.0620 -4.2425 1.4914  -0.288
C 4.3395 -5.6089 1.6710  -0.068
C 3.4247 -6.4413 2.2889  -0.130
C 2.2132 -5.9419 2.7573  -0.129
C 1.9443 -4.5888 2.5929  -0.098
C 2.8443 -3.7425 1.9640  -0.031
N 3.7707 -2.4310 -1.1064  0.046
N 2.5792 -2.7021 -0.9735  0.069
C 2.0963 -3.6258 -1.9535  -0.256
C 1.2152 -3.1723 -2.9231  -0.037
C 0.6873 -4.0718 -3.8328  -0.095
C 1.0127 -5.4226 -3.7565  -0.109
C 1.8785 -5.8645 -2.7693  -0.097
C 2.4308 -4.9658 -1.8641  -0.024
H 5.9157 -3.7654 0.9082  0.116
H 5.2781 -6.0091 1.3007  0.097
H 3.6608 -7.4934 2.4058  0.087
H 1.4953 -6.5938 3.2394  0.084
H 1.0193 -4.1586 2.9580  0.088
H 2.6166 -2.6924 1.8605  0.084
H 0.9477 -2.1263 -2.9165  0.094
H -0.0054 -3.7275 -4.5934  0.096
H 0.5701 -6.1291 -4.4479  0.093
H 2.1141 -6.9186 -2.6872  0.096
H 3.0930 -5.2964 -1.0725  0.104
F -4.4618 6.5340 0.3336  0.071
C -3.2303 6.1239 0.7107  -0.167
C -2.8045 4.8333 0.4574  -0.152
F -3.6449 3.9842 -0.1708  0.080
C -1.5441 4.4234 0.8409  -0.251
F -1.2027 3.1530 0.5507  0.038
C -0.6221 5.2528 1.5050  -0.678
S 0.9410 4.7206 1.9754  0.465
C -1.1061 6.5536 1.7371  -0.264
F -0.3292 7.4578 2.3597  0.044
C -2.3621 6.9825 1.3578  -0.164
F -2.7590 8.2472 1.6135  0.077
N -0.6989 -2.8237 -0.5670  0.136
C -1.2247 -4.0053 -1.0251  -0.317
C -2.1199 -4.0184 -2.1048  -0.065
C -2.6180 -5.2136 -2.5934  -0.115
C -2.2346 -6.4283 -2.0388  -0.134
C -1.3371 -6.4201 -0.9764  -0.107
C -0.8366 -5.2340 -0.4725  -0.028
H -1.2179 -1.9766 -0.7574  0.037
H -0.2195 -2.8398 0.3231  0.062
H -2.4050 -3.0757 -2.5581  0.102
H -3.3095 -5.1941 -3.4287  0.092
H -2.6236 -7.3612 -2.4278  0.082
H -1.0148 -7.3552 -0.5318  0.096
H -0.1231 -5.2431 0.3426  0.106
O -3.5559 0.4970 2.4022  -0.302
S -3.1140 -0.8589 2.5989  0.612
O -4.0604 -1.8992 2.2611  -0.320
N -1.6669 -1.1221 1.9299  -0.121
C -0.7584 -1.5087 2.8344  -0.590
O 0.4120 -1.8121 2.5774  -0.116
C -1.2880 -1.5087 4.2479  -0.126
C -0.6101 -1.8210 5.4119  0.000
C -1.3037 -1.7304 6.6124  -0.080
C -2.6406 -1.3375 6.6376  -0.088
C -3.3171 -1.0291 5.4631  -0.040
C -2.6085 -1.1231 4.2826  -0.209
H 0.4303 -2.1163 5.3671  0.122
H -0.8006 -1.9612 7.5433  0.097
H -3.1575 -1.2685 7.5870  0.095
H -4.3548 -0.7223 5.4718  0.116

***

(2)
This record from the OMol25 dataset describes C40H33BrMoN11O2S2 as an isolated structure. The level of theory is ωB97M-V/def2-TZVPD.

## Properties
- charge = +1
- frontier orbital gap (spin up / spin down) (eV) = 6.92 / 6.28
- electronic energy (eV) = -156065.9636
- HOMO (spin up / spin down) (eV) = -10.104 / -10.106
- relative energy (zero: lowest compared OMol25 entry of this formula, charge and spin) (kcal per mole) = 3.4
- multiplicity = 3
- ⟨S²⟩ = 2.03

Last column: Mulliken spin population.
Atoms and positions in Å:
Mo -0.0066 -0.2755 0.0619  1.957
N 0.0833 -3.3656 3.2877  -0.005
C 0.3961 -2.4407 2.3589  0.013
S -0.2594 -0.8301 2.5379  -0.048
N 1.1927 -2.7914 1.3871  -0.006
N 1.4227 -1.7466 0.5288  -0.058
C 2.5582 -1.7324 -0.0987  0.050
C 3.5114 -2.8575 -0.0869  0.011
C 4.7379 -2.7293 0.5586  0.011
C 5.6286 -3.7917 0.5674  -0.002
C 5.3036 -4.9720 -0.0854  0.004
C 4.0852 -5.0941 -0.7406  -0.003
C 3.1850 -4.0425 -0.7376  0.010
C 2.9038 -0.4280 -0.6631  0.010
C 4.0800 -0.2073 -1.3602  -0.001
C 4.4086 1.0829 -1.7282  0.011
C 3.5654 2.1160 -1.3494  0.006
C 2.3958 1.8146 -0.6803  0.022
N 2.0364 0.5650 -0.3684  -0.037
H -0.3766 -3.0679 4.1299  0.002
H 0.6289 -4.2121 3.3101  0.001
H 4.9845 -1.8059 1.0691  0.001
H 6.5761 -3.6963 1.0804  0.000
H 6.0027 -5.7976 -0.0876  0.000
H 3.8385 -6.0114 -1.2581  0.000
H 2.2387 -4.1268 -1.2573  0.002
H 4.7027 -1.0529 -1.6113  0.001
H 5.3097 1.2837 -2.2914  0.000
H 3.8016 3.1463 -1.5732  0.001
H 1.7203 2.5956 -0.3710  -0.002
N -0.4936 -0.3137 -8.8725  0.000
C -0.1988 -0.5964 -7.5625  0.000
C 1.1290 -0.5896 -7.1136  0.000
C 1.4224 -0.8233 -5.7875  0.000
C 0.3931 -1.0852 -4.8954  0.005
C -0.9275 -1.1124 -5.3202  -0.003
C -1.2231 -0.8605 -6.6431  0.001
S 0.7887 -1.4922 -3.2389  0.020
O 0.0297 -2.6781 -2.9224  -0.002
O 2.2214 -1.5593 -3.1032  0.009
N 0.2123 -0.3224 -2.1854  0.016
C 0.2552 0.9839 -2.6216  0.010
N 0.7520 1.3293 -3.8103  0.004
C 0.6428 2.6015 -4.1612  -0.006
C 0.0692 3.5667 -3.3445  0.011
C -0.3204 3.1308 -2.0929  0.011
N -0.2079 1.8621 -1.7258  0.006
H 0.2481 -0.3623 -9.5483  0.000
H -1.4071 -0.5490 -9.2176  0.000
H 1.9273 -0.3948 -7.8192  0.000
H 2.4419 -0.8060 -5.4292  0.000
H -1.7212 -1.3320 -4.6209  0.000
H -2.2516 -0.8757 -6.9825  0.000
H 1.0471 2.8556 -5.1355  -0.001
H -0.0308 4.5965 -3.6514  0.001
H -0.7090 3.8114 -1.3404  0.001
C -5.3718 -1.1125 -2.1761  -0.003
C -5.5519 -0.2128 -1.1337  0.002
C -4.4587 0.3538 -0.5044  0.000
C -3.1675 0.0321 -0.9209  0.008
C -2.9864 -0.8722 -1.9573  -0.003
C -4.0869 -1.4391 -2.5810  0.000
N -2.0236 0.5725 -0.2168  0.003
N -2.3126 1.6387 0.3827  0.057
C -1.2875 2.1781 1.1260  -0.001
C -1.5347 3.3794 1.8035  0.001
C -0.5385 3.9280 2.5771  0.013
C 0.6858 3.2646 2.6871  -0.007
C 0.9175 2.0715 2.0219  0.016
C -0.0580 1.5086 1.2014  -0.142
H -6.2272 -1.5668 -2.6578  0.000
H -6.5481 0.0392 -0.7961  0.000
H -4.5924 1.0332 0.3251  0.001
H -1.9896 -1.1575 -2.2516  -0.014
H -3.9348 -2.1544 -3.3797  0.000
H -2.5079 3.8427 1.7055  -0.001
H -0.7063 4.8517 3.1134  0.001
H 1.4619 3.6823 3.3158  0.000
H 1.8671 1.5675 2.1547  0.006
Br -5.0869 -2.9427 1.7098  0.000
C -3.4294 -3.1378 0.8380  -0.007
C -3.0580 -4.3384 0.2522  0.006
C -1.8165 -4.3956 -0.3467  -0.003
C -1.0156 -3.2665 -0.3695  0.046
N -1.3909 -2.0982 0.1597  -0.054
C -2.5777 -2.0596 0.7900  0.027
H -3.7158 -5.1961 0.2802  0.000
H -1.4573 -5.3071 -0.8018  0.000
H -0.0530 -3.3073 -0.8411  0.001
H -2.8513 -1.1397 1.2819  0.014

***

(3)
This record from the OMol25 dataset describes C40H33F6GeN6O4PSr as an isolated structure. The level of theory is ωB97M-V/def2-TZVPD.

## Properties
- charge = 0
- frontier orbital gap (eV) = 8.59
- electronic energy (eV) = -142104.2804
- HOMO (eV) = -8.527
- relative energy (zero: lowest compared OMol25 entry of this formula, charge and spin) (kcal per mole) = 22.9

Last column: Löwdin charge in e.
Atoms and positions in Å:
Sr -16.8300 -0.9566 14.7739  1.511
O -12.6778 0.2618 12.6277  0.095
C -13.5074 -0.4839 13.0922  -0.530
O -14.6638 -0.7926 12.5372  -0.148
C -13.2052 -1.3903 14.3098  -0.185
C -11.9056 -1.8456 14.4430  0.007
C -11.6159 -2.7048 15.4836  -0.034
C -12.6608 -3.1966 16.2034  -0.005
C -13.9569 -2.7254 16.0227  -0.131
N -14.2033 -1.8066 15.0767  0.083
C -15.2440 -3.1435 16.8761  -0.608
O -15.0517 -3.6535 17.9728  0.019
O -16.3784 -2.7447 16.4028  -0.201
H -11.2090 -1.4799 13.7960  0.092
H -10.6010 -3.0236 15.6870  0.118
H -12.4646 -3.8214 17.0569  0.119
C -15.5427 2.0253 16.4284  -0.137
N -15.4044 0.5819 16.5059  -0.112
C -15.8748 0.1102 17.8316  -0.131
C -17.3202 -0.2614 17.8332  -0.402
N -18.1636 0.1857 16.9718  0.139
C -19.3625 -0.4843 17.3035  -0.233
C -20.6171 -0.3703 16.7573  -0.036
C -21.6806 -1.0170 17.3861  -0.079
C -21.4426 -1.9076 18.4399  -0.090
C -20.1538 -2.0862 18.9410  -0.024
C -19.1395 -1.3193 18.4007  -0.164
N -17.7670 -1.1561 18.7272  0.195
C -16.2684 2.4524 15.1537  -0.306
N -16.6888 1.5756 14.2421  0.057
C -17.3904 2.3448 13.2969  -0.206
C -18.2843 1.9641 12.2403  -0.005
C -18.8296 2.9632 11.4394  -0.066
C -18.7308 4.3580 11.8215  -0.082
C -18.0911 4.6808 12.9804  -0.055
C -17.3658 3.6960 13.6309  -0.173
N -16.6212 3.6984 14.8442  0.160
H -14.5994 2.6632 16.5904  0.154
H -16.2335 2.2659 17.2616  0.121
H -14.3930 0.3061 16.4255  0.133
H -15.7144 0.8834 18.5946  0.128
H -15.2852 -0.7403 18.1562  0.120
H -20.6345 0.2681 15.8762  0.116
H -22.6968 -0.7782 16.9878  0.118
H -22.2496 -2.4570 18.9763  0.113
H -19.9258 -2.7668 19.7627  0.113
H -17.1971 -1.7522 19.3330  0.180
H -18.5685 0.9084 11.9951  0.108
H -19.5285 2.6560 10.6561  0.105
H -19.1345 5.2098 11.2468  0.110
H -18.0037 5.7053 13.3119  0.109
H -16.5643 4.4910 15.4882  0.175
F -18.9675 -0.4395 13.6991  -0.323
P -19.5007 -2.0567 13.3866  0.272
F -20.0106 -3.5323 13.2040  -0.087
F -20.8630 -1.5875 14.0047  -0.101
F -17.8694 -2.3262 12.9069  -0.282
F -19.9160 -1.6335 11.8890  -0.125
F -18.9175 -2.4783 14.9094  -0.235
C -16.4550 -1.6288 10.2990  -0.162
Ge -14.8368 -0.6429 10.6615  1.016
C -15.0044 1.2882 10.2589  -0.237
C -15.8599 1.6840 9.2052  -0.123
C -15.9705 3.0020 8.9218  -0.118
C -15.4864 3.9748 9.7448  -0.078
C -14.6919 3.6209 10.8442  -0.056
C -14.4985 2.2695 11.1062  -0.096
C -13.2941 -1.6923 10.0614  -0.167
C -12.8899 -2.7388 10.8603  -0.101
C -11.8730 -3.6218 10.4406  -0.053
C -11.2568 -3.3995 9.2025  -0.018
C -11.6802 -2.3911 8.2933  -0.156
C -11.1102 -2.2254 6.9603  -0.017
C -11.5852 -1.2151 6.1898  -0.100
C -12.6251 -0.3760 6.5883  -0.090
C -13.1630 -0.5530 7.8043  -0.049
C -12.7276 -1.5497 8.7163  -0.152
H -16.3934 -1.7201 9.2194  0.026
H -17.4570 -1.2550 10.6168  0.040
H -16.2724 -2.6111 10.6818  0.022
H -16.4221 0.9899 8.6003  0.105
H -16.5054 3.3523 8.0605  0.105
H -15.6222 5.0197 9.5638  0.099
H -14.3140 4.2572 11.6042  0.094
H -13.8669 1.9527 11.9017  0.071
H -13.2757 -2.9442 11.8393  0.097
H -11.7295 -4.5551 10.9280  0.094
H -10.4101 -4.0116 8.9026  0.108
H -10.3805 -2.9278 6.6123  0.104
H -11.1424 -0.9813 5.1872  0.121
H -12.9436 0.4634 5.9967  0.108
H -14.0320 0.0708 8.0715  0.090